P:
Density functional theory data (ωB97M-V with the def2-TZVPD basis set) for C3H7NO in the gas phase.

Each line ends with the natural charge from an NBO analysis.
CARTESIAN COORDINATES (ANGSTROEM)
C -0.06 0.44 -1.26  -0.614
C -0.24 -0.31 0.05  -0.156
C 0.91 -0.04 1.01  -0.616
N -1.53 0.11 0.69  0.158
O -2.36 -0.81 0.71  -0.282
H -0.01 1.53 -1.10  0.216
H -0.90 0.25 -1.94  0.219
H 0.85 0.13 -1.77  0.222
H -0.29 -1.39 -0.16  0.196
H 0.96 1.02 1.29  0.217
H 1.87 -0.31 0.55  0.221
H 0.80 -0.62 1.93  0.218

Calculated values
HOMO-LUMO gap: 9.22 eV
lowest unoccupied orbital energy: -0.0529 eV
net charge: 0

=====

Q:
Density functional theory data (ωB97M-V with the def2-TZVPD basis set) for 2 unconnected molecules or ions with the total composition C3H7NO.

Each line ends with the natural charge from an NBO analysis.
CARTESIAN COORDINATES (ANGSTROEM)
C 1.32 1.58 -0.20  -0.523
C 1.21 1.10 1.06  0.017
N 1.23 1.97 2.13  -0.861
H 1.20 2.63 -0.45  0.195
H 1.04 0.86 -0.97  0.203
H 0.93 0.06 1.21  0.188
H 1.73 2.85 1.97  0.382
H 0.52 2.06 2.95  0.399
C -2.03 -2.45 -1.06  0.270
O -1.58 -2.29 -2.17  -0.488
H -2.32 -1.68 -0.36  0.115
H -2.12 -3.49 -0.77  0.103

Calculated values
HOMO-LUMO gap: 8.92 eV
lowest unoccupied orbital energy: 0.7789 eV
net charge: 0

=====

What is the stability order? It is P, Q, from most stable to least stable.

=====

P:
Density functional theory data (ωB97M-V with the def2-TZVPD basis set) for C3H7NO in the gas phase.

Each line ends with the natural charge from an NBO analysis.
CARTESIAN COORDINATES (ANGSTROEM)
C 0.70 1.17 0.47  -0.445
N 1.05 -0.22 0.29  -0.620
C 0.05 -1.12 0.17  0.695
C -1.01 -0.62 -0.86  -0.773
O 0.07 -2.13 0.85  -0.590
H -0.23 1.48 1.12  0.194
H 0.51 1.59 -0.51  0.203
H 1.62 1.77 0.63  0.223
H 1.63 -0.59 0.95  0.382
H -1.53 0.28 -0.29  0.229
H -1.00 -0.25 -1.97  0.262
H -1.85 -1.36 -0.86  0.239

Calculated values
HOMO-LUMO gap: 10.64 eV
lowest unoccupied orbital energy: 0.8543 eV
net charge: 0

=====

Q:
Density functional theory data (ωB97M-V with the def2-TZVPD basis set) for C3H7NO in the gas phase.

Each line ends with the natural charge from an NBO analysis.
CARTESIAN COORDINATES (ANGSTROEM)
H -2.65 -0.21 1.90  0.333
N -2.38 -0.38 0.92  -0.612
C -1.18 0.08 0.71  0.124
C -0.58 0.02 -0.66  -0.139
O 0.61 -0.80 -0.34  -0.543
C 1.84 -0.08 -0.41  -0.248
H -0.63 0.61 1.50  0.156
H -1.21 -0.55 -1.34  0.215
H -0.32 1.02 -1.01  0.189
H 1.95 0.41 -1.38  0.167
H 2.66 -0.79 -0.29  0.196
H 1.89 0.67 0.39  0.161

Calculated values
HOMO-LUMO gap: 10.89 eV
lowest unoccupied orbital energy: 1.0449 eV
net charge: 0

=====

R:
Density functional theory data (ωB97M-V with the def2-TZVPD basis set) for C3H7NO in the gas phase.

Each line ends with the natural charge from an NBO analysis.
CARTESIAN COORDINATES (ANGSTROEM)
C 0.30 0.21 -1.56  -0.420
N 0.57 0.50 -0.19  -0.644
C -0.44 0.80 0.66  0.685
C -0.29 -0.68 1.45  -0.701
O -1.38 1.51 0.32  -0.575
H -0.78 0.32 -1.73  0.226
H 0.60 -0.82 -1.83  0.188
H 0.84 0.93 -2.16  0.200
H 1.44 0.27 0.23  0.383
H 0.02 -1.56 0.81  0.210
H -1.30 -0.83 1.74  0.225
H 0.44 -0.65 2.26  0.222

Calculated values
HOMO-LUMO gap: 9.53 eV
lowest unoccupied orbital energy: 0.8057 eV
net charge: 0

=====

S:
Density functional theory data (ωB97M-V with the def2-TZVPD basis set) for 2 unconnected molecules or ions with the total composition C3H7NO.

Each line ends with the natural charge from an NBO analysis.
CARTESIAN COORDINATES (ANGSTROEM)
C -0.62 -1.21 0.84  -0.740
C -1.05 -0.21 -0.19  0.453
O -1.87 0.65 -0.04  -0.534
H 0.46 -1.32 0.79  0.249
H -1.07 -2.18 0.63  0.242
H -0.88 -0.88 1.84  0.229
H -0.52 -0.38 -1.27  0.099
C 0.95 1.12 -0.86  -0.034
N 1.73 0.73 0.06  -0.635
H 0.49 2.10 -1.00  0.174
H 0.83 0.44 -1.77  0.150
H 1.55 1.13 0.97  0.347

Calculated values
HOMO-LUMO gap: 10.29 eV
lowest unoccupied orbital energy: 0.6206 eV
net charge: 0

=====

What is the stability order? It is P, Q, R, S, from most stable to least stable.

=====

P:
Density functional theory data (ωB97M-V with the def2-TZVPD basis set) for C2HN5O in the gas phase.

Each line ends with the natural charge from an NBO analysis.
CARTESIAN COORDINATES (ANGSTROEM)
C 0.01 0.56 0.42  -0.068
C 0.63 -0.53 -0.39  0.598
H -1.29 -1.58 -1.43  0.428
N -1.67 -0.07 -0.47  -0.005
N -1.29 0.80 0.29  -0.187
N 0.96 1.25 1.06  0.136
N 1.68 1.73 1.76  0.157
N -0.75 -1.07 -0.75  -0.497
O 1.72 -1.09 -0.49  -0.562

Calculated values
HOMO-LUMO gap: 8.84 eV
lowest unoccupied orbital energy: -0.5582 eV
net charge: 0

=====

Q:
Density functional theory data (ωB97M-V with the def2-TZVPD basis set) for C2HN5O in the gas phase.

Each line ends with the natural charge from an NBO analysis.
CARTESIAN COORDINATES (ANGSTROEM)
O -2.07 -0.05 0.89  -0.482
C -1.32 -0.27 0.02  0.679
N -0.72 0.74 -0.67  -0.387
C 0.54 1.09 -0.22  0.197
N 1.34 0.34 0.69  -0.176
N 1.39 -0.91 0.45  0.053
N 0.52 -1.52 -0.21  0.014
N -0.76 -1.52 -0.41  -0.140
H 1.08 2.10 -0.55  0.242

Calculated values
HOMO-LUMO gap: 7.61 eV
lowest unoccupied orbital energy: -2.7129 eV
net charge: 0

=====

What is the stability order? It is P, Q, from most stable to least stable.

=====

P:
Density functional theory data (ωB97M-V with the def2-TZVPD basis set) for C3H6FN in the gas phase.

Each line ends with the natural charge from an NBO analysis.
CARTESIAN COORDINATES (ANGSTROEM)
C -0.29 -0.65 -0.82  -0.504
C -0.81 -0.88 0.49  -0.370
C 1.21 -0.04 -0.46  0.506
N 1.37 1.15 0.13  -0.868
F 1.84 -1.03 0.12  -0.343
H -0.27 -1.51 -1.49  0.224
H -0.71 0.28 -1.27  0.205
H -1.15 -0.01 0.94  0.162
H -0.81 -1.71 1.03  0.172
H 1.14 2.10 -0.27  0.420
H 2.07 1.10 0.99  0.398

Calculated values
HOMO-LUMO gap (spin up / spin down): 7.21 / 8.10 eV
lowest unoccupied orbital energy (spin up / spin down): 0.6626 / 0.7749 eV
net charge: 0

=====

Q:
Density functional theory data (ωB97M-V with the def2-TZVPD basis set) for 3 unconnected molecules or ions with the total composition C3H6FN.

Each line ends with the natural charge from an NBO analysis.
CARTESIAN COORDINATES (ANGSTROEM)
C 0.63 -0.13 -0.31  -0.322
C -0.72 0.26 0.46  -0.275
C -1.58 1.01 0.01  0.197
H 1.25 -1.71 -1.30  0.356
H 2.28 -1.52 1.27  0.308
H 0.14 -0.08 -1.38  0.225
H 1.49 0.56 0.06  0.233
H -0.86 -0.24 1.36  0.224
H -2.41 1.47 0.43  0.176
N 1.02 -1.66 0.20  -0.760
F -1.24 2.04 -0.80  -0.362

Calculated values
HOMO-LUMO gap: 9.20 eV
lowest unoccupied orbital energy: -0.6315 eV
net charge: 0

=====

What is the stability order? It is P, Q, from most stable to least stable.